(1)
This record from OMol25 describes a structure of composition C23H28N2O in a non-equilibrium geometry. The level of theory is wB97M-V/def2-TZVPD.

Each line ends with the Löwdin charge.
Positions of all 54 atoms, in Å:
O -3.2598 0.1794 0.6559  -0.017
N 3.5424 1.4147 -0.6229  -0.187
N -0.3785 -1.9084 3.0660  -0.098
C 2.9329 0.4654 0.3198  -0.224
C 2.4375 -1.4359 0.9433  -0.181
C -0.9929 -1.6003 0.5010  -0.064
C -1.6873 -1.4576 -1.7497  -0.057
C -1.2663 0.2562 -1.8701  -0.135
C -0.6642 2.7841 -2.0760  -0.015
C -1.3461 -2.2327 2.0304  -0.122
C 0.2837 1.8123 -1.6591  -0.112
C 0.9915 -2.1855 3.1155  -0.064
C 3.9779 2.8184 -0.1010  -0.031
C 1.7147 0.1990 2.0183  -0.192
C -2.2942 1.1510 -2.3061  -0.056
C -4.6719 -1.2517 -0.1188  -0.223
C -5.3736 -0.2740 0.2114  -0.063
C 4.3128 1.0041 -1.7949  -0.096
C -0.0763 0.6477 -1.6633  -0.213
C -3.4561 -1.1343 -0.0160  -0.179
C -2.0353 2.4124 -2.1781  -0.084
C -2.1113 -1.6404 -0.4151  -0.411
C 3.1019 -0.9129 0.0008  -0.029
C 1.7379 -1.0677 1.9999  -0.191
C -4.4111 0.7470 0.9026  -0.019
C 2.3490 1.0461 1.3599  -0.085
H 1.2560 2.4252 -1.3299  0.153
H -0.6875 -1.9185 -1.9532  0.131
H 4.4652 3.1200 -0.9463  0.021
H -0.9495 -0.3068 0.6698  0.195
H -3.2935 0.8046 -2.4410  0.110
H -5.1576 -2.2452 -0.6613  0.209
H -0.0354 -1.7856 0.2620  0.042
H 1.0696 0.6179 3.0551  0.190
H 0.7697 -0.1555 -1.4218  0.167
H -2.4064 -2.6901 -0.6081  0.162
H 3.8219 0.1678 -2.3040  0.058
H 4.9139 1.7339 -2.2609  0.041
H 1.0543 -2.9979 2.5480  0.061
H -6.4456 -0.4077 0.2640  0.096
H -1.1158 -3.1328 2.0521  0.028
H 2.2933 2.1974 1.5692  0.165
H 1.4474 -2.0683 3.9683  0.059
H 3.0523 3.4765 0.0139  0.093
H -0.6559 -0.7614 3.0148  0.178
H 3.6525 -1.3270 -0.8125  0.103
H 2.3568 -2.7044 0.6889  0.181
H -0.4763 3.7743 -2.1038  0.055
H -2.2767 -1.9218 2.2122  0.074
H -2.8105 3.0371 -2.2585  0.072
H 4.6109 2.6754 0.7701  0.087
H -2.5841 -1.3914 -2.5057  0.153
H 5.3454 0.2049 -1.3757  0.144
H -4.5715 1.7432 1.3406  0.118

orbital gap = 8.25 eV
max |F| = 0.31715 Eh/bohr
E_tot = -1077.28338 Ha
total charge = 0
HOMO = -0.2774 Ha

=====

(2)
This record from OMol25 describes the molecule C23H28N2O4S. The level of theory is wB97M-V/def2-TZVPD.

Each line ends with the Löwdin charge.
Positions of all 58 atoms, in Å:
S -2.6440 -3.1691 -0.8654  1.052
O 1.9424 -1.2895 -1.9550  0.058
O 0.0742 0.9418 -2.1680  0.030
O 0.0528 2.5149 -0.5558  0.121
O -0.2021 -0.2955 0.2752  0.083
N 2.8359 0.0994 -0.4162  0.023
N -2.0330 -0.1968 -1.0167  0.117
C 2.4204 0.2418 2.2189  -0.175
C -4.3463 0.2891 1.0053  -0.047
C -0.2906 -3.2128 0.1578  -0.085
C 3.4095 -1.0515 0.2763  -0.303
C 4.1843 2.1721 -0.5677  -0.028
C 3.0357 1.4367 0.1314  -0.323
C -4.0213 1.4540 0.3208  -0.233
C -0.6896 -4.5568 0.0375  -0.166
C -1.9621 1.2465 -1.0575  -0.175
C -0.4821 1.6356 -1.1764  -0.464
C -5.6577 -0.1468 1.0720  -0.081
C -1.1049 -0.8772 -0.3072  -0.475
C 2.1168 -0.1625 -1.5227  -0.414
C 1.4903 1.0067 -2.3139  -0.037
C -6.3492 1.7430 -0.2260  -0.086
C -2.5898 1.8845 0.1941  -0.084
C 3.2615 1.3717 1.6455  -0.140
C -1.2364 -2.3325 -0.2901  -0.419
C 3.0274 -1.0829 1.7700  -0.133
C -1.9348 -4.6852 -0.4932  -0.400
C -5.0364 2.1745 -0.2958  -0.044
C -6.6625 0.5792 0.4556  -0.095
C 4.9246 -1.1206 0.0694  -0.034
H 5.1602 -1.0202 -0.9877  0.085
H -2.5065 2.9677 0.1051  0.128
H 4.0564 2.1692 -1.6476  0.074
H 4.3147 1.2003 1.8785  0.111
H 3.9253 -1.2877 2.3574  0.111
H -7.6867 0.2412 0.5087  0.100
H 1.4018 0.3262 1.8400  0.096
H 5.4437 -0.3432 0.6232  0.064
H 1.8434 1.9986 -2.0342  0.111
H -2.7981 -0.6715 -1.4662  0.118
H -2.4860 -5.5831 -0.6923  0.063
H 2.9762 2.3307 2.0787  0.121
H 5.2913 -2.0856 0.4116  0.081
H -3.5649 -0.2766 1.4927  0.114
H 5.1400 1.7072 -0.3415  0.068
H -7.1299 2.3156 -0.7051  0.101
H 2.1060 1.9940 -0.0132  0.117
H 1.6800 0.8151 -3.3730  0.142
H 2.9743 -1.9188 -0.2306  0.129
H -5.8959 -1.0544 1.6071  0.103
H 4.2138 3.2031 -0.2238  0.085
H -0.0797 -5.3918 0.3312  0.105
H 2.3184 -1.8889 1.9615  0.100
H -4.7954 3.0833 -0.8291  0.113
H 0.6580 -2.8845 0.5392  0.106
H 2.3921 0.2882 3.3085  0.112
H -2.0083 1.5647 1.0597  0.129
H -2.4773 1.5892 -1.9610  0.171

orbital gap = 9.22 eV
max |F| = 0.01462 Eh/bohr
structure (SMILES) = C[C@@H]1CCC[C@H](C)N1C(=O)COC(=O)[C@H](Cc1ccccc1)NC(=O)c1cccs1
E_tot = -1701.95115 Ha
total charge = 0
HOMO = -0.3231 Ha